(1)
This record from the OMol25 dataset describes 3 unconnected molecules or ions with the total composition C27H36BrCl4N2O7PS in a non-equilibrium geometry. The level of theory is ωB97M-V/def2-TZVPD.

XYZ file:
```
79
Properties=species:S:1:pos:R:3:forces:R:3
C 0.972909 3.915320 2.409974 -0.7 -0.1 0.0
C -0.324415 3.088877 2.421369 0.4 0.6 -0.9
C -0.459807 2.313516 1.089941 0.2 -0.6 0.5
C -0.705371 0.786714 1.283111 -0.1 0.4 -0.2
C 0.238415 -0.082244 0.487714 -0.1 0.1 -0.1
C 0.191697 0.042690 -0.920796 -0.2 -0.3 0.0
C -0.712150 1.010689 -1.679377 0.6 0.0 0.2
O -2.041920 1.063661 -1.208660 0.0 -0.1 -0.4
C -2.905656 0.131300 -1.723262 -0.7 -0.1 -0.2
C -4.253510 0.487089 -1.737885 0.2 0.3 0.1
C -5.216250 -0.382073 -2.207521 0.0 -0.4 -0.1
C -4.863372 -1.649137 -2.668820 0.3 0.7 0.0
C -3.517767 -1.996889 -2.654887 -0.8 -0.1 -0.6
C -2.547850 -1.128767 -2.182328 0.5 0.2 -0.5
C 1.029421 -0.767564 -1.654117 0.2 -0.4 -0.5
C 1.892503 -1.703528 -1.086998 -0.5 0.0 0.5
C 1.974649 -1.825826 0.294139 0.2 -0.5 0.4
C 2.958180 -2.851400 0.850407 0.0 0.1 -0.2
C 2.284628 -4.184692 1.286844 0.5 0.0 -1.2
C 2.557942 -5.283691 0.250159 -0.1 -0.3 0.3
Br 2.997137 -4.869971 2.976770 -0.2 0.2 0.1
C 1.139384 -0.994047 1.081334 0.8 0.2 -0.3
P 1.127631 -1.064706 2.892612 -1.7 -0.6 0.6
N -0.189237 -1.734953 3.399910 0.5 0.5 0.2
O 1.370111 0.440234 3.409614 0.4 -0.1 -0.4
O 2.377671 -1.894702 3.403307 0.4 0.4 -0.3
C 2.612726 -2.438462 -2.185187 -1.0 1.3 0.7
O 3.126003 -3.502162 -2.197552 0.7 -0.6 -0.2
N 2.491918 -1.543670 -3.327637 0.8 -0.9 -0.1
S 3.831592 -0.510258 -3.468099 0.7 1.4 -1.3
C 4.903043 -0.806020 -2.077547 -0.8 -0.1 0.5
O 3.312420 0.823654 -3.355070 -0.4 -0.1 0.5
O 4.573569 -0.788932 -4.651921 0.0 -0.8 0.1
C 1.213437 -0.871971 -3.145556 0.7 0.7 0.9
O 0.539815 -0.543539 -4.054018 -0.5 0.3 -0.6
H 0.981602 4.570578 3.282306 0.3 0.1 0.0
H 1.857348 3.279012 2.395108 0.1 0.0 0.1
H 0.946068 4.526701 1.501438 0.3 -0.3 0.9
H -0.354192 2.439492 3.291693 -0.2 -0.1 0.0
H -1.135850 3.816779 2.451848 -0.2 -0.2 0.4
H -1.267618 2.713142 0.482495 0.0 0.1 0.0
H 0.467529 2.450157 0.529586 0.0 0.0 -0.1
H -0.690194 0.572883 2.338914 0.1 -0.2 0.1
H -1.714139 0.554408 0.949809 0.0 -0.1 0.0
H -0.281372 2.007466 -1.585282 -0.2 0.1 0.1
H -0.668584 0.774215 -2.739086 -0.2 -0.1 0.0
H -4.544587 1.466729 -1.381991 0.1 0.0 0.0
H -6.253245 -0.076041 -2.191611 0.0 0.0 0.0
H -5.622626 -2.328991 -3.024432 0.0 -0.1 0.0
H -3.264041 -2.982146 -3.022731 0.3 0.0 0.1
H -1.520740 -1.460333 -2.202152 0.1 0.1 0.1
H 3.636352 -3.093457 0.036614 0.0 -0.1 0.0
H 3.590648 -2.423255 1.619732 -0.2 0.0 0.2
H 1.206565 -4.045622 1.316997 0.0 0.0 0.8
H 1.854245 -5.227082 -0.578918 0.0 0.1 -0.1
H 2.450234 -6.258485 0.721404 -0.2 -0.1 -0.1
H 3.566344 -5.228494 -0.151521 0.1 0.1 0.0
H -0.740474 -1.112033 3.979095 -0.3 -0.2 -0.1
H 1.030121 0.510107 4.311247 0.1 0.1 0.0
H 2.092840 -2.396148 4.181585 0.0 -0.2 -0.1
H 5.729515 -0.108385 -2.158978 0.1 0.0 -0.4
H 4.345082 -0.525726 -1.183810 0.0 -0.1 0.1
H 5.225943 -1.840471 -2.030126 0.1 0.0 -0.1
Cl -0.973202 8.442331 0.078789 0.0 0.0 0.0
C 0.798778 8.269802 0.010133 0.1 0.1 0.0
C 1.227772 7.182890 -0.941088 0.1 0.0 -0.2
Cl 0.785003 5.559645 -0.342590 -0.1 0.5 -0.7
H 1.156176 8.078782 1.018933 0.0 -0.1 0.0
H 1.199316 9.225482 -0.323847 0.0 0.0 -0.1
H 2.310872 7.195558 -1.050306 0.0 0.0 0.1
H 0.781484 7.313535 -1.923677 -0.1 0.0 0.0
Cl -3.666465 -2.295071 0.101281 -0.1 -0.4 1.2
C -4.300251 -2.598595 1.741996 0.2 -0.1 0.0
C -5.693243 -3.171677 1.711169 0.0 -0.1 0.1
Cl -6.894619 -1.987795 1.127512 0.0 0.0 0.0
H -4.266584 -1.661846 2.293964 0.0 0.0 -0.1
H -3.623793 -3.304130 2.223267 0.0 0.0 0.0
H -5.996001 -3.461247 2.716272 0.0 0.0 0.0
H -5.747488 -4.047227 1.069005 0.0 0.1 -0.1
```
Positions in Å, forces in eV/Å.

Summary:
SMILES string = CCCCc1c(COc2ccccc2)c2c(c(C[C@@H](C)Br)c1P(=N)(O)O)C(=O)N(S(C)(=O)=O)C2=O.ClCCCl.ClCCCl
E = -6840.9692 a.u.
spin multiplicity = 1
net charge = 0
F_max = 2.06 eV Å⁻¹
E_LUMO = -0.84 eV

Charge distribution, Mulliken scheme, values in e: atom 1 (C): -0.65, atom 2 (C): -0.53, atom 3 (C): -0.66, atom 4 (C): -1.28, atom 5 (C): 0.23, atom 6 (C): 1.27, atom 7 (C): -1.99, atom 8 (O): -0.25, atom 9 (C): 0.99, atom 10 (C): -0.62, atom 11 (C): -0.40, atom 12 (C): -0.58, atom 13 (C): -0.83, atom 14 (C): -0.54, atom 15 (C): 0.20, atom 16 (C): 0.74, atom 17 (C): 0.75, atom 18 (C): -2.11, atom 19 (C): 0.10, atom 20 (C): -1.37, atom 21 (Br): -0.18, atom 22 (C): 0.86, atom 23 (P): 0.24, atom 24 (N): -0.76, atom 25 (O): -0.46, atom 26 (O): -0.47, atom 27 (C): -0.69, atom 28 (O): -0.45, atom 29 (N): 0.08, atom 30 (S): 1.23, atom 31 (C): -0.79, atom 32 (O): -0.60, atom 33 (O): -0.66, atom 34 (C): -0.44, atom 35 (O): -0.50, atom 36 (H): 0.46, atom 37 (H): 0.29, atom 38 (H): -0.33, atom 39 (H): 0.32, atom 40 (H): 0.44, atom 41 (H): 0.32, atom 42 (H): 0.44, atom 43 (H): 0.56, atom 44 (H): 0.41, atom 45 (H): 0.59, atom 46 (H): 0.66, atom 47 (H): 0.44, atom 48 (H): 0.41, atom 49 (H): 0.42, atom 50 (H): 0.37, atom 51 (H): 0.38, atom 52 (H): 0.56, atom 53 (H): 0.84, atom 54 (H): 0.42, atom 55 (H): 0.28, atom 56 (H): 0.50, atom 57 (H): 0.33, atom 58 (H): 0.26, atom 59 (H): 0.40, atom 60 (H): 0.34, atom 61 (H): 0.44, atom 62 (H): 0.20, atom 63 (H): 0.31, atom 64 (Cl): -0.18, atom 65 (C): -0.43, atom 66 (C): -0.58, atom 67 (Cl): -0.13, atom 68 (H): 0.31, atom 69 (H): 0.33, atom 70 (H): 0.29, atom 71 (H): 0.34, atom 72 (Cl): 0.05, atom 73 (C): -0.59, atom 74 (C): -0.47, atom 75 (Cl): -0.19, atom 76 (H): 0.29, atom 77 (H): 0.31, atom 78 (H): 0.36, atom 79 (H): 0.31

=====

(2)
This record from the OMol25 dataset describes 2 unconnected molecules or ions with the total composition C27H36BrClF4N4O2S2 in a non-equilibrium geometry. The level of theory is ωB97M-V/def2-TZVPD.

XYZ file:
```
77
Properties=species:S:1:pos:R:3:forces:R:3
C 5.397341 0.315302 2.088945 -0.8 -0.6 0.2
C 5.166747 -0.968663 1.111427 -0.3 1.5 0.3
C 4.534004 -0.369853 -0.246283 1.1 0.3 0.5
C 4.196225 -1.973181 1.914776 -0.4 -1.1 -0.3
C 2.907419 -2.451718 1.093603 -2.1 -1.3 -1.8
C 3.161451 -3.523291 -0.029436 -3.0 1.2 0.8
C 4.604411 -4.109058 -0.398216 -0.8 -0.6 -0.7
C 4.966584 -3.842954 -1.966522 -1.0 0.2 -0.3
N 5.966249 -2.743510 -2.163362 -0.7 -0.6 0.6
C 1.938237 -4.054821 -0.825192 -0.9 1.9 1.9
N 2.083506 -5.064089 -1.881885 -0.1 0.5 2.1
C 0.511884 -3.510946 -0.517834 1.4 2.0 2.0
C 0.213340 -2.422870 0.580246 4.8 -1.8 -1.0
C 1.459100 -1.905669 1.377477 0.0 -1.9 -1.2
C 1.217437 -0.781413 2.514576 -0.3 -0.8 -2.0
C 1.410959 0.657777 1.777628 1.7 2.6 4.6
O 1.853654 1.612399 2.458887 -2.0 -3.9 -3.7
Br 0.980752 0.854024 -0.172119 0.3 -0.2 1.2
N -1.152350 -1.947730 0.870622 0.7 -0.9 -1.3
C -1.885503 -1.502397 -0.326920 -2.0 1.0 -2.7
C -1.950212 -2.457020 -1.579238 -1.0 2.7 -0.1
C -2.725235 -2.114477 -2.870680 0.5 2.6 3.7
C -3.461526 -0.731457 -2.890905 1.6 -1.6 2.0
N -4.224639 -0.433723 -4.139624 0.4 -1.1 2.1
C -3.416486 0.266828 -1.672802 1.3 -2.4 -0.3
C -4.203864 1.639978 -1.882931 -0.4 -0.3 -0.5
C -3.366961 2.799682 -2.609405 0.0 -0.5 -0.9
C -3.075526 2.557422 -4.165615 0.6 1.3 -0.2
Cl -4.433773 4.328944 -2.516623 0.8 -1.0 0.1
C -2.632226 -0.122413 -0.359426 -0.2 -2.5 -2.9
C -2.674638 0.912761 0.841033 -0.6 0.7 1.0
F -4.043127 1.183487 1.238553 2.6 -0.8 -0.8
F -2.007097 0.505955 2.023307 -1.4 0.3 -2.5
C -2.017685 2.356077 0.436797 0.8 0.3 1.3
F -1.087061 2.719288 1.474545 -2.1 -0.4 -2.0
F -2.983410 3.391228 0.359871 2.0 -2.2 0.0
S -1.017814 -4.073566 -1.441220 0.6 2.0 0.7
H 6.082685 0.059317 2.977307 -0.8 0.5 -1.5
H 4.360224 0.542200 2.542841 1.6 -0.1 -0.7
H 5.725341 1.243561 1.513730 -0.1 -1.3 0.9
H 6.187989 -1.434178 0.887036 -1.5 0.4 0.4
H 3.767863 0.416253 0.066581 0.8 -1.3 -0.7
H 5.395712 0.186552 -0.780025 -1.4 -0.8 0.8
H 4.141610 -1.155433 -0.971525 0.2 1.2 1.2
H 3.861519 -1.555051 2.933194 0.6 -0.5 -1.7
H 4.803388 -2.925513 2.154248 -1.1 1.4 -0.3
H 4.556656 -5.256708 -0.289124 0.0 1.6 0.1
H 5.439120 -3.758240 0.306373 -1.3 -0.3 -1.1
H 5.293624 -4.810353 -2.503598 -0.3 1.4 1.1
H 4.002015 -3.511291 -2.508744 1.3 -0.8 1.0
H 6.113404 -2.291951 -1.245667 -0.1 0.0 -1.1
H 5.550284 -2.087785 -2.835654 0.5 -0.1 0.7
H 2.845856 -5.701086 -1.605651 -0.3 0.5 -0.4
H 1.239029 -5.651640 -1.942329 0.5 0.6 0.0
H 1.925297 -0.896410 3.398701 -0.7 0.6 -1.4
H 0.148496 -0.847048 2.940842 1.6 0.2 -1.0
H -1.643897 -2.757626 1.297263 0.2 0.8 -0.4
H -2.744612 -2.852571 -3.753593 0.0 1.4 1.6
H -4.002532 -1.193728 -4.808168 -0.3 0.7 0.6
H -5.228179 -0.532996 -3.885893 0.8 0.2 -0.5
H -5.091414 1.397032 -2.584980 1.4 0.5 1.1
H -4.665361 2.083134 -0.941185 0.9 -0.9 -1.1
H -2.379606 3.070508 -2.111869 -1.6 -0.4 -0.4
H -3.997259 2.829071 -4.805835 1.4 -0.9 1.1
H -2.632543 1.539082 -4.417654 -0.9 1.3 0.5
H -2.273173 3.336764 -4.467833 -1.3 -1.2 0.5
H -1.394222 2.208671 -0.503732 -1.1 0.7 1.1
C -3.825940 6.177480 4.787433 0.1 -0.1 0.1
S -5.136960 6.358729 3.559219 -0.3 -0.1 0.1
O -6.441620 6.328110 4.288062 0.4 -0.1 -0.2
C -4.905479 4.740603 2.794559 0.0 -0.1 0.0
H -3.813082 7.071429 5.412195 -0.1 0.0 -0.1
H -4.017065 5.302425 5.410965 -0.1 0.0 -0.1
H -2.863858 6.076212 4.281969 -0.1 0.0 0.0
H -5.029947 3.953805 3.540970 0.0 0.1 0.0
H -3.909067 4.684761 2.352840 -0.1 0.1 0.0
H -5.654461 4.617579 2.010674 0.0 0.1 0.1
```
Positions in Å, forces in eV/Å.

Summary:
E = -5649.5822 a.u.
spin multiplicity = 1
net charge = 0
F_max = 5.67 eV Å⁻¹
E_LUMO = -0.60 eV

Charge distribution, Mulliken scheme, values in e: atom 1 (C): -1.19, atom 2 (C): 0.58, atom 3 (C): -1.29, atom 4 (C): -1.41, atom 5 (C): 0.91, atom 6 (C): 0.61, atom 7 (C): -1.42, atom 8 (C): -0.32, atom 9 (N): -0.73, atom 10 (C): 0.97, atom 11 (N): -0.62, atom 12 (C): -0.06, atom 13 (C): -0.89, atom 14 (C): -0.33, atom 15 (C): -0.73, atom 16 (C): 0.52, atom 17 (O): -0.58, atom 18 (Br): -0.14, atom 19 (N): 0.10, atom 20 (C): -0.94, atom 21 (C): 0.44, atom 22 (C): -0.85, atom 23 (C): 0.78, atom 24 (N): -0.50, atom 25 (C): 0.03, atom 26 (C): -1.43, atom 27 (C): 0.41, atom 28 (C): -1.08, atom 29 (Cl): -0.21, atom 30 (C): 0.25, atom 31 (C): 1.39, atom 32 (F): -0.33, atom 33 (F): -0.21, atom 34 (C): 0.23, atom 35 (F): -0.30, atom 36 (F): -0.23, atom 37 (S): -0.41, atom 38 (H): 0.33, atom 39 (H): 0.19, atom 40 (H): 0.31, atom 41 (H): 0.37, atom 42 (H): 0.30, atom 43 (H): 0.38, atom 44 (H): 0.16, atom 45 (H): 0.46, atom 46 (H): 0.40, atom 47 (H): 0.42, atom 48 (H): 0.30, atom 49 (H): 0.27, atom 50 (H): 0.30, atom 51 (H): 0.23, atom 52 (H): 0.33, atom 53 (H): 0.26, atom 54 (H): 0.28, atom 55 (H): 0.40, atom 56 (H): 0.34, atom 57 (H): 0.35, atom 58 (H): 0.14, atom 59 (H): 0.28, atom 60 (H): 0.28, atom 61 (H): 0.40, atom 62 (H): 0.36, atom 63 (H): 0.24, atom 64 (H): 0.28, atom 65 (H): 0.25, atom 66 (H): 0.36, atom 67 (H): -0.01, atom 68 (C): -0.91, atom 69 (S): 0.49, atom 70 (O): -0.63, atom 71 (C): -0.81, atom 72 (H): 0.32, atom 73 (H): 0.29, atom 74 (H): 0.34, atom 75 (H): 0.35, atom 76 (H): 0.20, atom 77 (H): 0.35